Entry 1:
34
Properties=species:S:1:pos:R:3:forces:R:3 method="wB97M-V/def2-TZVPD" energy_ev=-157355.644 multiplicity=2 fmax_ha_per_bohr=0.0034 relative_energy_kj_mol=0.0 s2=0.780 e_lumo_ev="-0.94 / -1.05" mol_weight_g_mol=478.91
Ni -0.0815 -0.1549 -0.5039 0.071 0.089 0.067
O -0.8135 2.6452 2.3207 0.009 -0.002 0.007
C -0.5630 1.9701 1.3497 -0.019 -0.001 -0.013
N -0.6054 0.6105 1.1998 -0.048 -0.003 -0.006
C -1.0501 -0.2196 2.1929 0.033 -0.015 0.011
O -1.4031 0.0491 3.3173 -0.002 0.006 -0.006
C -1.0864 -1.6607 1.7200 -0.014 -0.036 0.008
C -1.3950 -2.6705 2.6131 -0.001 0.016 -0.005
C -1.4025 -3.9776 2.1604 -0.003 -0.013 0.009
C -1.1035 -4.2299 0.8302 0.001 0.009 -0.009
C -0.8084 -3.1631 0.0021 -0.003 -0.009 -0.005
N -0.8042 -1.9007 0.4330 -0.009 0.003 -0.020
C -0.1484 2.6434 0.0544 0.014 0.029 -0.007
C 0.0632 4.0094 0.0183 -0.008 -0.013 0.002
C 0.4571 4.5868 -1.1758 0.001 0.021 0.003
C 0.6252 3.7799 -2.2906 -0.001 -0.018 -0.013
C 0.3931 2.4225 -2.1699 -0.011 0.012 0.017
N 0.0064 1.8642 -1.0227 0.063 0.016 0.004
H -1.6111 -2.3990 3.6363 -0.001 0.002 0.000
H -1.6316 -4.7919 2.8350 0.000 0.002 0.001
H -1.0907 -5.2354 0.4349 0.002 0.001 -0.002
H -0.5573 -3.3235 -1.0376 -0.002 0.003 -0.004
H -0.0821 4.5743 0.9278 -0.001 -0.002 0.001
H 0.6375 5.6518 -1.2380 -0.001 -0.001 0.001
H 0.9397 4.1884 -3.2403 0.000 -0.003 -0.001
H 0.5305 1.7567 -3.0111 0.000 0.001 -0.007
Cl 2.9355 -2.5313 -1.0649 -0.023 0.011 0.013
Ge 2.1010 -0.7165 -0.2218 -0.070 -0.022 -0.056
Cl 3.4216 0.8758 -0.8489 0.029 0.003 -0.016
Cl 2.4689 -1.0011 1.8884 0.015 0.012 0.057
C 0.4229 -0.8286 -2.2624 0.001 -0.161 0.072
H -0.2948 -0.2085 -2.8095 -0.047 -0.035 -0.015
H 0.1298 -1.8748 -2.3057 0.036 -0.018 -0.059
H 1.4005 -0.7404 -2.7311 -0.011 0.119 -0.030

Entry 2:
37
Properties=species:S:1:pos:R:3:forces:R:3 method="wB97M-V/def2-TZVPD" energy_ev=-72127.037 total_charge=+2 fmax_ha_per_bohr=0.0039 relative_energy_kj_mol=34.5 e_lumo_ev="-8.03 / -9.53" mol_weight_g_mol=524.34
Sn 2.5182 0.4197 0.4395 -0.066 0.126 0.137
Cl -2.8993 4.9537 -3.1233 -0.007 0.002 -0.006
C -1.7048 4.0853 -2.2997 0.074 0.027 0.008
C -2.0536 2.8695 -1.6777 -0.028 -0.040 0.007
C -1.1022 2.1583 -1.0145 -0.077 0.052 0.059
Cl -1.5217 0.7160 -0.1872 0.120 -0.018 -0.117
C 0.2680 2.6205 -0.9391 -0.011 0.068 -0.083
O 1.1728 1.9871 -0.3512 0.044 -0.137 0.081
C 0.5608 3.8967 -1.5766 0.057 -0.088 -0.017
Cl 2.1606 4.4682 -1.4776 -0.014 -0.008 -0.002
C -0.3987 4.5995 -2.2416 -0.062 0.012 -0.021
H -3.0752 2.5195 -1.7215 -0.002 0.006 -0.002
H -0.1654 5.5400 -2.7202 0.000 -0.001 0.003
N 0.4999 0.9468 5.4781 0.001 0.005 -0.001
C 0.0652 -0.2890 5.2270 -0.032 -0.099 0.003
N -0.4413 -1.0207 6.2100 -0.009 -0.008 0.001
N 0.1032 -0.8616 4.0167 0.027 0.189 0.001
C 0.5956 -0.2792 2.9970 0.022 -0.128 0.006
N 1.0008 0.1718 1.9968 0.057 -0.008 -0.042
H 0.4601 1.3432 6.4020 0.003 0.004 0.000
H 0.8704 1.5214 4.7413 -0.002 -0.003 -0.003
H -0.5246 -0.6836 7.1536 0.006 0.005 -0.003
H -0.7577 -1.9525 5.9983 0.004 0.003 0.006
C 0.5132 -2.1387 -4.3704 -0.011 0.030 -0.053
N 0.9539 -2.2737 -2.9805 -0.003 -0.082 0.044
C 1.1416 -3.4453 -2.4193 0.011 -0.021 0.007
C 1.5835 -3.5376 -1.0972 0.018 0.084 0.029
C 1.8471 -2.2983 -0.3555 -0.034 -0.102 -0.103
O 2.3397 -2.3005 0.7632 -0.001 0.020 0.048
N 1.5537 -1.1107 -0.9566 0.081 0.013 -0.054
C 1.1851 -1.0011 -2.2483 -0.133 0.098 0.004
O 1.0175 0.0077 -2.8707 -0.034 0.006 0.031
H 0.3536 -3.1272 -4.7894 0.004 -0.005 0.012
H 1.2746 -1.5994 -4.9306 0.010 0.000 0.013
H -0.4039 -1.5541 -4.3922 -0.001 -0.007 0.010
H 0.9528 -4.3278 -3.0184 -0.007 0.006 -0.006
H 1.7582 -4.4921 -0.6220 -0.004 -0.001 0.002